[1]
Formula: CH3N2O
Source: OMol25
Level of theory: ωB97M-V with the def2-TZVPD basis set

energy relative to the best compared isomer or geometry (same formula, charge and spin) = 5.466 eV
HOMO level (spin up / spin down) = -14.78 / -14.79 eV
gap between HOMO and LUMO (spin up / spin down) = 8.05 / 8.05 eV

ORCA input file:
```
! wB97M-V def2-TZVPD RIJCOSX def2/J DEFGRID3
* xyz 1 1
C 0.59 -0.55 0.52
N -1.61 -0.20 -0.07
N 1.46 0.23 0.09
O -2.57 0.29 0.44
H -1.69 -0.90 -0.90
H 2.42 0.17 0.61
H 1.40 0.95 -0.70
*
```

[2]
Formula: C7H14N2
Source: OMol25
Level of theory: ωB97M-V with the def2-TZVPD basis set

energy relative to the best compared isomer or geometry (same formula, charge and spin) = 0.115 eV
HOMO level = -8.64 eV
SMILES string = Cc1c[nH]cn1.CCC
gap between HOMO and LUMO = 9.52 eV

ORCA input file:
```
! wB97M-V def2-TZVPD RIJCOSX def2/J DEFGRID3
* xyz 0 1
C 0.23 -0.73 2.49
C 1.18 -0.47 1.37
C 2.13 -1.31 0.87
N 2.77 -0.60 -0.11
C 2.22 0.63 -0.15
N 1.25 0.74 0.73
H 0.57 -0.31 3.43
H 0.02 -1.79 2.60
H -0.71 -0.24 2.26
H 2.34 -2.34 1.12
H 3.61 -0.90 -0.58
H 2.50 1.37 -0.87
C -3.00 0.35 -0.28
C -2.17 0.65 -1.52
C -2.96 0.71 -2.82
H -4.01 0.76 -0.30
H -2.51 0.75 0.60
H -3.05 -0.73 -0.13
H -1.68 1.62 -1.42
H -1.34 -0.05 -1.55
H -2.44 1.25 -3.62
H -3.19 -0.29 -3.21
H -3.92 1.18 -2.61
*
```

[3]
Formula: C2H4N2O2
Source: OMol25
Level of theory: ωB97M-V with the def2-TZVPD basis set

energy relative to the best compared isomer or geometry (same formula, charge and spin) = 4.469 eV
HOMO level = -10.87 eV
SMILES string = [H]/N=C\NOC=O
gap between HOMO and LUMO = 11.54 eV

ORCA input file:
```
! wB97M-V def2-TZVPD RIJCOSX def2/J DEFGRID3
* xyz 0 1
H 2.21 1.35 -0.31
N 2.56 0.39 -0.34
C 1.59 -0.43 -0.12
N 0.34 -0.60 0.53
O -0.49 0.59 0.42
C -1.66 0.53 -0.03
O -2.23 -0.50 -0.41
H 2.04 -1.47 0.15
H -0.17 -1.19 -0.16
H -2.20 1.41 -0.16
*
```

[4]
Formula: C4H11N3S
Source: OMol25
Level of theory: ωB97M-V with the def2-TZVPD basis set

energy relative to the best compared isomer or geometry (same formula, charge and spin) = 0.444 eV
HOMO level = -9.08 eV
SMILES string = [H]/N=C(/NC)NCCS
gap between HOMO and LUMO = 9.91 eV

ORCA input file:
```
! wB97M-V def2-TZVPD RIJCOSX def2/J DEFGRID3
* xyz 0 1
H 2.64 -1.48 -0.56
N 2.39 -0.53 -0.36
C 1.17 -0.40 -0.03
N 0.65 0.87 0.15
C 1.56 2.02 0.03
N 0.24 -1.41 0.22
C -1.10 -1.38 -0.40
C -2.14 -0.63 0.47
S -2.78 0.91 -0.27
H 0.09 0.96 1.02
H 0.96 2.94 0.20
H 1.97 2.03 -0.97
H 2.44 1.99 0.73
H 0.66 -2.33 0.15
H -1.02 -0.95 -1.39
H -1.38 -2.42 -0.52
H -1.73 -0.49 1.47
H -3.00 -1.24 0.66
H -1.62 1.53 -0.60
*
```

[5]
Formula: C14H46N6O9
Source: OMol25
Level of theory: ωB97M-V with the def2-TZVPD basis set

energy relative to the best compared isomer or geometry (same formula, charge and spin) = 1.814 eV
HOMO level = -8.94 eV
SMILES string = NC(N)=O.NC(N)=O.NC(N)=O.CCO.CCO.CCO.CCO.CCO.CO
gap between HOMO and LUMO = 9.06 eV

ORCA input file:
```
! wB97M-V def2-TZVPD RIJCOSX def2/J DEFGRID3
* xyz 0 1
N -16.87 -20.84 -15.00
C -17.09 -21.03 -16.29
N -17.25 -19.97 -16.99
O -17.06 -22.32 -16.84
H -16.58 -21.67 -14.43
H -16.97 -19.90 -14.46
H -17.37 -20.08 -17.98
H -17.26 -19.01 -16.67
N -19.03 -19.40 -9.09
C -19.16 -19.22 -10.36
N -19.59 -20.27 -10.98
O -18.78 -17.97 -10.97
H -18.70 -18.61 -8.54
H -19.52 -20.15 -8.54
H -19.89 -20.13 -11.97
H -19.99 -21.11 -10.48
N -20.32 -19.41 -13.50
C -20.65 -20.48 -14.12
N -19.70 -21.24 -14.56
O -21.99 -20.78 -14.20
H -21.06 -18.76 -13.22
H -19.40 -19.06 -13.31
H -20.00 -22.11 -15.03
H -18.70 -21.07 -14.56
C -23.68 -19.89 -10.91
C -22.54 -19.17 -10.27
O -23.05 -18.04 -9.60
H -24.29 -20.34 -10.14
H -23.30 -20.69 -11.61
H -24.30 -19.25 -11.45
H -21.82 -18.89 -11.07
H -21.97 -19.81 -9.62
H -22.31 -17.38 -9.76
C -20.57 -18.56 -18.46
C -20.65 -19.12 -16.97
O -20.23 -18.00 -16.18
H -19.80 -17.82 -18.59
H -21.42 -17.87 -18.65
H -20.53 -19.18 -19.38
H -20.05 -19.96 -16.82
H -21.63 -19.50 -16.71
H -20.09 -18.33 -15.30
C -20.74 -23.11 -11.72
C -20.25 -23.49 -10.31
O -20.22 -22.39 -9.43
H -20.80 -24.03 -12.35
H -20.13 -22.43 -12.32
H -21.72 -22.64 -11.50
H -19.29 -23.99 -10.37
H -20.87 -24.31 -9.93
H -20.07 -22.73 -8.54
C -18.32 -16.62 -13.60
C -17.62 -17.80 -14.24
O -17.50 -18.87 -13.30
H -19.35 -16.77 -13.31
H -18.41 -15.91 -14.36
H -17.74 -16.10 -12.82
H -16.62 -17.48 -14.38
H -18.07 -18.12 -15.15
H -17.32 -18.48 -12.46
C -17.80 -24.00 -13.55
C -16.34 -24.00 -13.86
O -15.72 -22.79 -13.60
H -18.02 -23.67 -12.53
H -18.26 -24.96 -13.58
H -18.39 -23.38 -14.17
H -16.17 -24.22 -14.89
H -15.91 -24.78 -13.22
H -14.89 -22.97 -13.18
C -23.14 -17.69 -13.80
O -22.08 -17.28 -12.96
H -23.96 -17.03 -14.05
H -23.66 -18.59 -13.44
H -22.72 -17.85 -14.76
H -21.87 -16.42 -13.27
*
```

[6]
Formula: C6H12N2
Source: OMol25
Level of theory: ωB97M-V with the def2-TZVPD basis set

energy relative to the best compared isomer or geometry (same formula, charge and spin) = 3.211 eV
HOMO level = -8.39 eV
SMILES string = CC1(C)N2CCCN21
gap between HOMO and LUMO = 9.36 eV

ORCA input file:
```
! wB97M-V def2-TZVPD RIJCOSX def2/J DEFGRID3
* xyz 0 1
C 1.41 -0.38 -0.87
C 0.00 0.27 -0.93
C -0.35 0.88 -2.29
N -0.58 1.10 0.14
C -0.18 0.96 1.52
C -0.16 -0.51 1.92
C -0.94 -1.24 0.85
N -1.18 -0.23 -0.24
H 2.18 0.36 -0.50
H 1.81 -0.79 -1.90
H 1.44 -1.20 -0.16
H 0.23 1.65 -2.60
H -1.32 1.09 -2.31
H -0.18 0.08 -2.92
H -0.94 1.51 2.18
H 0.72 1.51 1.50
H 0.84 -0.85 1.80
H -0.35 -0.65 2.97
H -0.59 -2.25 0.56
H -1.87 -1.31 1.30
*
```

> Look up the energy relative to the best compared isomer or geometry (same formula, charge and spin) of the third one.

4.469 eV

> Which of these has the lowest energy relative to the best compared isomer or geometry (same formula, charge and spin)?

C7H14N2

> Among the records above, which one has the lowest energy relative to the best compared isomer or geometry (same formula, charge and spin)?

C7H14N2